Molecular formula: C6H10
Method: DFT, wB97M-V/def2-TZVPD

Last column: Löwdin charge in e.
Atoms and positions in Å:
C 1.09975 1.67514 1.78054  -0.109
C 0.80517 1.54769 0.30720  -0.160
C 0.05978 0.59575 -0.19294  -0.026
C -0.48046 -0.51012 -0.64125  -0.347
C -1.93443 -0.69336 -0.99921  -0.068
C 0.44902 -1.70010 -0.75520  -0.065
H 0.58949 0.88616 2.34063  0.074
H 2.17842 1.57229 1.95537  0.071
H 0.79203 2.64626 2.18376  0.067
H 1.29731 2.24559 -0.37105  0.099
H -2.51555 0.22145 -0.85405  0.076
H -2.02241 -0.99345 -2.05102  0.077
H -2.39885 -1.48810 -0.40074  0.079
H 0.33499 -2.35027 0.12023  0.080
H 0.25986 -2.30091 -1.65185  0.075
H 1.48588 -1.35401 -0.77043  0.078

Summary:
Charge: 0
Molar mass: 82.146 g mol⁻¹
SMILES: CC=C=C(C)C
Energy: -6382.6085 eV
Energy above the lowest of the compared OMol25 structures with the same formula, charge and spin: 120.7 kJ/mol